The following is a quantum chemistry calculation of 2 unconnected molecules or ions with the total composition C15H16ClO8 in a non-equilibrium geometry, from the Open Molecules 2025 dataset.

Properties
* HOMO: -6.151 eV
* net charge: -1
* LUMO level: 0.769 eV
* Kohn-Sham gap: 6.9 eV
* max |F|: 8.37 eV Å⁻¹

```
40
C15H16ClO8, DFT wB97M-V/def2-TZVPD
C 7.4930 -0.4043 -0.7849
C 6.5447 0.6040 0.1516
O 5.4964 1.1469 -0.7559
C 4.9033 2.3862 -0.1637
C 3.5696 2.0890 0.7526
O 2.2859 2.2340 -0.0101
C 1.4889 1.0794 0.4329
C -0.0845 1.1011 -0.0274
C -0.6997 1.8852 -1.3323
C -2.3105 1.8588 -1.7759
C -3.3393 0.9682 -0.8408
C -2.7707 0.1357 0.4937
C -1.1774 0.2160 0.8770
C -3.8973 -0.7711 1.3340
O -3.8988 -0.9145 2.6662
C -5.0726 -1.4612 0.3645
C -5.5867 -0.7095 -0.8502
C -4.9691 0.8091 -1.1817
O -5.7143 1.8221 -1.6384
H 8.1695 -1.0783 -0.0767
H 6.7893 -1.1142 -1.4089
H 8.1807 0.2224 -1.5330
H 6.0749 -0.0548 1.0186
H 7.2366 1.4256 0.6202
H 4.5727 3.1043 -1.0552
H 5.7089 2.9974 0.4664
H 3.5777 2.7993 1.7106
H 3.6933 0.9724 1.1547
H 2.0153 0.0955 0.0631
H 1.5191 1.0862 1.6250
H -0.0004 2.5076 -2.0524
H -2.7412 2.4230 -2.7065
H -0.7214 -0.3699 1.7935
H -5.4625 -2.5609 0.6158
H -6.3956 -1.2404 -1.5309
O -7.5153 -4.6264 1.9548
Cl -6.8956 -5.0581 0.7170
O -7.8320 -5.8710 -0.0346
O -5.7103 -5.8379 1.0160
O -6.5247 -3.8971 -0.0686
```